Version 1
An isolated ion of composition C3H8NS2 and charge +1. Source: OMol25; level of theory: ωB97M-V with the def2-TZVPD basis set.

Properties
Total charge: +1
HOMO-LUMO gap (hartree): 0.2739
HOMO level (eV): -11.5963

Each line ends with the Löwdin charge.
Geometry (Å):
C: 1.256 0.050 1.283  -0.38
C: 0.594 0.118 0.020  -0.13
C: -0.770 0.257 0.075  -0.05
N: -1.647 0.255 -1.145  0.19
S: 2.179 -1.647 1.737  0.44
S: 1.005 -3.131 2.411  0.04
H: 2.102 0.673 1.238  0.07
H: 0.662 0.431 2.133  0.11
H: 1.022 -0.058 -0.900  0.10
H: -1.197 0.510 0.967  0.10
H: -2.569 -0.116 -0.703  0.22
H: -1.826 1.254 -1.441  0.19
H: -1.299 -0.104 -2.022  0.16
H: 2.283 -1.678 0.370  -0.06

---

Version 2
A 2-piece molecular cluster, C3H8NS2 overall. Source: OMol25; level of theory: ωB97M-V with the def2-TZVPD basis set.

Properties
Total charge: +1
HOMO-LUMO gap (hartree): 0.2436
HOMO level (eV): -12.2734

Each line ends with the Löwdin charge.
Geometry (Å):
C: -0.594 0.076 0.882  -0.12
C: -0.469 1.334 0.514  0.10
C: -1.603 -2.051 0.406  0.20
N: -1.406 -0.825 0.123  0.05
H: -0.130 -0.387 1.736  0.13
H: -0.961 1.729 -0.365  0.09
H: 0.151 1.997 1.095  0.09
H: -2.234 -2.657 -0.225  0.13
H: -1.125 -2.463 1.286  0.13
H: -1.855 -0.441 -0.707  0.19
S: 2.444 1.377 -2.186  0.23
S: 3.359 0.818 -0.426  0.26
H: 1.981 0.170 -2.545  -0.22
H: 2.442 1.323 0.412  -0.25

---

version 2 is preferred energetically. Next in line: 135.6 kJ/mol higher.

---

Version 1
One molecule with the formula C17H19N3O2S. Source: OMol25; level of theory: ωB97M-V with the def2-TZVPD basis set.

Properties
SMILES string: Cc1ccc(NC(=O)CSc2nc3c(c(=O)[nH]2)CCC3)c(C)c1
Total charge: 0
HOMO-LUMO gap (hartree): 0.3313
HOMO level (eV): -8.5811

Each line ends with the Löwdin charge.
Geometry (Å):
C: -3.948 -2.397 0.854  -0.05
C: -3.006 -1.232 0.797  -0.28
C: -1.710 -1.336 1.284  -0.05
C: -0.859 -0.249 1.235  -0.02
C: -1.286 0.958 0.697  -0.20
N: -0.366 2.037 0.643  0.11
C: 0.083 2.571 -0.519  -0.58
O: -0.433 2.424 -1.601  0.07
C: 1.262 3.535 -0.361  -0.35
S: 2.524 3.034 0.844  0.99
C: 2.727 1.357 0.370  -0.62
N: 1.961 0.892 -0.561  0.12
C: 2.070 -0.432 -0.810  -0.22
C: 2.933 -1.266 -0.165  -0.09
C: 3.830 -0.768 0.837  -0.41
O: 4.664 -1.356 1.488  0.08
N: 3.632 0.621 1.050  0.15
C: 2.789 -2.673 -0.655  -0.12
C: 1.460 -2.634 -1.436  -0.16
C: 1.233 -1.159 -1.810  -0.10
C: -2.593 1.097 0.230  -0.19
C: -3.097 2.402 -0.296  -0.04
C: -3.426 -0.012 0.285  0.00
H: -3.404 -3.335 0.925  0.07
H: -4.593 -2.311 1.729  0.08
H: -4.584 -2.422 -0.028  0.08
H: -1.361 -2.270 1.699  0.11
H: 0.153 -0.337 1.607  0.11
H: 0.248 2.116 1.444  0.11
H: 0.903 4.505 -0.014  0.09
H: 1.738 3.652 -1.334  0.09
H: 4.213 1.054 1.759  0.15
H: 2.779 -3.391 0.165  0.12
H: 3.631 -2.927 -1.304  0.12
H: 1.484 -3.280 -2.311  0.11
H: 0.648 -2.969 -0.789  0.11
H: 0.190 -0.852 -1.756  0.12
H: 1.595 -0.931 -2.815  0.13
H: -4.180 2.388 -0.387  0.08
H: -2.805 3.217 0.364  0.09
H: -2.662 2.599 -1.275  0.07
H: -4.439 0.082 -0.078  0.12

---

Version 2
One molecule with the formula C17H19N3O2S. Source: OMol25; level of theory: ωB97M-V with the def2-TZVPD basis set.

Properties
SMILES string: COc1ccc(CCN(C)c2ncnc3sccc23)cc1OC
Total charge: 0
HOMO-LUMO gap (hartree): 0.3196
HOMO level (eV): -8.0151

Each line ends with the Löwdin charge.
Geometry (Å):
C: -3.313 -3.232 1.125  -0.08
O: -2.702 -2.448 2.125  -0.07
C: -2.232 -1.197 1.846  -0.20
C: -1.998 -0.410 2.971  0.00
C: -1.485 0.868 2.874  -0.05
C: -1.207 1.408 1.628  -0.24
C: -0.550 2.750 1.482  -0.12
C: 0.964 2.637 1.764  -0.15
N: 1.527 1.421 1.212  -0.11
C: 1.844 0.346 2.114  -0.04
C: 1.541 1.282 -0.130  -0.25
N: 1.381 2.417 -0.825  0.13
C: 1.452 2.387 -2.140  -0.22
N: 1.656 1.334 -2.902  0.06
C: 1.765 0.192 -2.234  -0.57
S: 1.925 -1.338 -3.042  1.04
C: 1.870 -2.150 -1.514  -0.40
C: 1.758 -1.320 -0.455  -0.14
C: 1.710 0.054 -0.833  -0.16
C: -1.454 0.637 0.500  0.02
C: -1.945 -0.659 0.577  -0.18
O: -2.147 -1.448 -0.528  -0.11
C: -1.948 -0.892 -1.804  -0.06
H: -2.591 -3.587 0.387  0.09
H: -3.742 -4.083 1.654  0.09
H: -4.109 -2.684 0.615  0.10
H: -2.227 -0.845 3.931  0.12
H: -1.306 1.444 3.769  0.12
H: -0.686 3.118 0.466  0.10
H: -0.979 3.472 2.178  0.12
H: 1.475 3.496 1.320  0.12
H: 1.144 2.627 2.839  0.12
H: 1.001 -0.337 2.259  0.09
H: 2.707 -0.205 1.743  0.09
H: 2.107 0.769 3.083  0.09
H: 1.326 3.334 -2.648  0.11
H: 1.919 -3.221 -1.499  0.06
H: 1.677 -1.691 0.548  0.10
H: -1.241 1.066 -0.466  0.11
H: -2.196 -1.686 -2.507  0.10
H: -0.908 -0.590 -1.960  0.07
H: -2.606 -0.035 -1.979  0.10

---

version 1 is preferred energetically. Next in line: 219.3 kJ/mol higher.

---

Version 1
C6H16NOS as an isolated structure. Source: OMol25; level of theory: ωB97M-V with the def2-TZVPD basis set.

Properties
Total charge: +1
HOMO-LUMO gap (hartree): 0.2901
HOMO level (eV): -11.8928

Each line ends with the Löwdin charge.
Geometry (Å):
C: 0.381 1.637 0.267  -0.07
C: 1.059 2.806 0.795  -0.11
C: -1.741 -2.075 -0.257  -0.05
C: 3.073 -2.077 -0.486  -0.19
C: -1.013 1.411 0.680  -0.20
C: -1.680 0.237 -0.093  -0.21
N: -1.446 -0.966 0.611  -0.13
O: 0.946 -1.247 0.796  -0.48
S: 1.945 -0.582 -0.182  0.99
H: 0.631 3.660 0.389  0.08
H: 1.064 2.995 1.862  0.11
H: 2.088 2.782 0.547  0.06
H: -1.099 -1.982 -1.110  0.10
H: -1.699 -3.049 0.218  0.10
H: -2.809 -2.095 -0.487  0.11
H: 3.094 -2.429 0.515  0.03
H: 2.636 -2.891 -0.939  0.03
H: 4.061 -1.771 -0.698  0.05
H: -0.945 1.247 1.802  0.16
H: -1.464 2.424 0.612  0.14
H: -2.701 0.519 -0.323  0.13
H: -0.963 0.152 -0.990  0.14
H: -1.810 -0.874 1.564  0.18
H: -0.170 -1.010 0.762  -0.01
H: 2.837 -0.016 0.754  0.05

---

Version 2
An isolated ion of composition C6H16NOS and charge +1. Source: OMol25; level of theory: ωB97M-V with the def2-TZVPD basis set.

Properties
SMILES string: CC[N+](CC)=S(C)(C)=O
Total charge: +1
HOMO-LUMO gap (hartree): 0.3767
HOMO level (eV): -13.6566

Each line ends with the Löwdin charge.
Geometry (Å):
C: 1.584 -0.157 -1.731  -0.06
C: 1.298 -0.230 -0.233  -0.29
N: -0.084 -0.409 0.135  -0.28
C: -0.824 -1.753 -0.006  -0.17
C: -1.371 -2.098 -1.414  -0.05
S: -0.764 0.896 1.098  0.94
C: -0.621 2.389 -0.036  -0.05
C: 0.245 1.140 2.669  -0.06
O: -2.147 0.739 1.372  -0.30
H: 1.129 0.676 -2.129  0.05
H: 2.619 0.081 -1.721  0.08
H: 1.466 -1.034 -2.239  0.05
H: 1.945 -1.147 0.127  0.16
H: 1.831 0.687 0.345  0.16
H: -1.597 -1.706 0.802  0.12
H: -0.100 -2.440 0.229  0.08
H: -2.250 -1.617 -1.802  0.08
H: -0.469 -2.151 -1.988  0.05
H: -1.695 -3.168 -1.457  0.10
H: -1.636 2.633 -0.283  0.07
H: -0.019 2.134 -0.914  0.06
H: -0.031 3.116 0.484  0.06
H: -0.321 1.285 3.514  0.05
H: 0.907 1.917 2.472  0.04
H: 0.904 0.213 2.707  0.11

---

version 2 is preferred energetically. Next in line: 206.5 kJ/mol higher.

---

Version 1
A 2-piece molecular cluster, C7H10N2O overall. Source: OMol25; level of theory: ωB97M-V with the def2-TZVPD basis set.

Properties
SMILES string: Cc1c[nH]c(C)c1C#N.O
Total charge: 0
HOMO-LUMO gap (hartree): 0.3434
HOMO level (eV): -8.7897

Each line ends with the Löwdin charge.
Geometry (Å):
C: -3.240 -0.248 -0.096  -0.05
C: -3.742 0.894 -0.921  -0.24
C: -4.916 0.946 -1.627  -0.06
N: -4.939 2.115 -2.354  0.07
C: -3.879 2.898 -2.048  -0.26
C: -3.712 4.265 -2.615  -0.01
C: -3.081 2.153 -1.175  -0.15
C: -1.837 2.575 -0.639  -0.12
N: -0.939 3.133 -0.142  0.16
H: -3.105 0.046 0.955  0.09
H: -3.953 -1.082 -0.125  0.08
H: -2.272 -0.615 -0.466  0.09
H: -5.741 0.240 -1.671  0.12
H: -5.696 2.397 -2.963  0.16
H: -3.537 4.218 -3.699  0.09
H: -4.614 4.871 -2.445  0.09
H: -2.863 4.777 -2.148  0.08
O: 1.182 1.610 0.665  -0.12
H: 0.639 2.385 0.331  -0.03
H: 1.227 0.956 -0.037  0.01

---

Version 2
One molecule with the formula C7H10N2O. Source: OMol25; level of theory: ωB97M-V with the def2-TZVPD basis set.

Properties
SMILES string: NC(=O)[C@H]1C=CC[C@H]2N[C@@H]12
Total charge: 0
HOMO-LUMO gap (hartree): 0.3607
HOMO level (eV): -9.0643

Each line ends with the Löwdin charge.
Geometry (Å):
N: 2.825 0.629 0.127  0.14
C: 2.030 -0.450 0.250  -0.51
O: 2.279 -1.310 1.094  0.06
C: 0.717 -0.410 -0.530  -0.20
C: -0.154 -1.594 -0.211  -0.06
C: -1.471 -1.525 -0.005  -0.09
C: -2.273 -0.257 -0.023  -0.15
C: -1.432 0.996 -0.047  -0.27
N: -0.482 1.183 1.049  0.09
C: 0.029 0.928 -0.295  -0.25
H: 3.085 0.948 -0.796  0.11
H: 3.278 0.983 0.979  0.13
H: 0.975 -0.448 -1.602  0.15
H: 0.346 -2.564 -0.163  0.11
H: -2.025 -2.451 0.172  0.10
H: -2.929 -0.259 -0.909  0.12
H: -2.951 -0.231 0.846  0.12
H: -1.941 1.893 -0.408  0.14
H: -0.389 2.166 1.290  0.10
H: 0.484 1.773 -0.818  0.14

---

version 1 is preferred energetically. Next in line: 104.5 kJ/mol higher.